Molecular formula: C26H29Br2N2OPRh
Method: DFT, wB97M-V/def2-TZVPD

Last column: Löwdin spin population.
CARTESIAN COORDINATES (ANGSTROEM)
Rh -0.18754 -0.26275 0.41006  1.602
O -3.07673 0.00602 0.02844  0.266
C -2.25264 -0.76237 0.31982  0.184
C -1.97728 -2.10878 0.72414  0.131
C -2.85574 -3.15718 0.99585  0.012
C -2.27782 -4.34472 1.41639  0.071
C -0.88940 -4.47350 1.53935  0.001
C -0.01973 -3.41828 1.27034  0.057
C -0.57295 -2.22823 0.83838  0.150
P 1.54317 -0.25554 2.23313  0.163
C 2.35442 1.36798 2.28627  0.031
C 2.13669 2.32278 3.27399  0.011
C 2.84022 3.51814 3.22936  0.002
C 3.74091 3.76699 2.20243  0.008
C 3.95948 2.81092 1.21761  0.000
C 3.26580 1.61314 1.25662  0.011
C 2.64856 -1.35829 3.17150  0.034
C 3.33182 -2.37781 2.51545  0.002
C 4.21485 -3.17879 3.22479  0.000
C 4.40634 -2.96010 4.58096  0.000
C 3.72224 -1.93841 5.23089  0.003
C 2.84134 -1.12990 4.53506  0.009
H -3.92663 -3.04891 0.88314  -0.001
H -2.91351 -5.18424 1.66607  0.004
H -0.47234 -5.41961 1.86078  0.000
H 1.04638 -3.55824 1.39433  0.004
H 1.44218 2.14938 4.08557  0.002
H 2.68754 4.25221 4.00947  0.000
H 4.28963 4.69880 2.17353  0.000
H 4.67664 2.99779 0.42911  0.000
H 3.45788 0.84559 0.51258  0.002
H 3.18838 -2.54150 1.45280  0.001
H 4.74753 -3.97175 2.71804  0.000
H 5.09981 -3.57996 5.13301  0.000
H 3.87548 -1.76060 6.28663  0.001
H 2.33599 -0.33041 5.05981  0.001
Br -0.54620 2.38466 0.66378  0.143
C -1.42719 2.82357 2.22554  0.771
Br -0.22029 -0.07363 3.58068  0.121
H -2.41508 2.41783 2.37215  0.034
H -1.03958 3.65553 2.79130  0.035
C -0.24705 1.14157 -4.10063  0.004
C -0.46601 1.12374 -2.57194  0.008
N 0.53130 0.23864 -1.92515  0.097
C 1.86391 0.86906 -2.03929  0.003
C 2.12312 1.29756 -3.50307  0.003
N 1.12083 0.59352 -4.36380  0.000
C 1.13803 -0.87165 -4.05977  0.003
C 0.55157 -1.05731 -2.64152  0.009
H -0.31693 2.15151 -4.49991  0.000
H -0.96894 0.52023 -4.62812  0.000
H -1.47364 0.77726 -2.34544  0.002
H -0.35849 2.12547 -2.15778  0.001
H 2.61169 0.14817 -1.71009  0.000
H 1.91410 1.73690 -1.38280  0.000
H 3.12618 1.02567 -3.82581  0.000
H 2.00175 2.37016 -3.64557  0.000
H 1.35835 0.73769 -5.34698  0.000
H 2.16643 -1.22237 -4.12782  0.000
H 0.55025 -1.40182 -4.80651  0.000
H 1.15252 -1.77373 -2.08388  0.002
H -0.46806 -1.43965 -2.68867  0.002

Output
DFT total energy = -184811.4208 eV
2S+1 = 5
ΔE to the lowest compared entry with this formula, charge and spin = 64.3 kcal/mol
Highest occupied orbital energy (alpha / beta) = -16.68 / -16.71 eV
Kohn-Sham gap (alpha / beta) = 7.715 / 5.054 eV
Maximum force = 1.256 eV/A
Charge = +3